The following is a quantum chemistry calculation of a molecular structure, C16H20N4O4Pt in a non-equilibrium geometry, from OMol25.

Expectation value of S²   6.01
Net charge   +4
Spin multiplicity   5
HOMO-LUMO gap (alpha / beta)   6.420 / 3.564 eV
E   -34263.562 eV
Max |F|   0.1506 hartree/bohr

Structure (XYZ):
```
45
Properties=species:S:1:pos:R:3:forces:R:3
N -2.31787 -1.47860 0.43652 0.5 0.0 -0.4
C -2.66609 -2.20305 1.26271 -0.1 -0.3 -0.2
C -3.14141 -3.16634 2.23096 0.0 -0.2 0.3
H -2.30182 -3.78677 2.57009 -0.2 0.1 0.0
H -3.89841 -3.80756 1.76260 0.1 0.1 0.1
H -3.58265 -2.64709 3.09007 0.0 -0.1 -0.1
N -1.22433 1.92320 -1.76542 -0.4 -0.3 -1.7
C -1.73659 2.63771 -2.50423 -0.3 0.1 0.0
C -2.44631 3.49313 -3.42349 -0.1 0.3 -0.2
H -3.23045 2.91611 -3.93122 0.1 0.1 0.1
H -1.74743 3.89380 -4.16758 -0.1 0.0 0.1
H -2.90450 4.31927 -2.86352 0.1 -0.1 -0.1
N 2.39687 0.36108 -0.90795 -0.4 -0.4 -0.1
C 3.48864 0.18328 -0.58308 0.0 -0.1 -0.3
C 4.87430 -0.07472 -0.26147 0.3 0.0 0.3
H 5.37304 0.86000 0.02125 -0.1 -0.2 -0.1
H 5.37603 -0.50442 -1.13697 -0.1 0.1 0.1
H 4.93103 -0.78562 0.57190 0.0 0.2 -0.2
Pt -0.41288 0.92448 -0.15447 1.5 -2.3 0.4
C 0.85864 2.34414 -0.14842 4.9 5.9 0.3
O 1.64496 3.17776 -0.29483 -3.1 -3.1 0.5
C -2.03011 1.12292 0.81347 -6.1 1.1 4.7
O -2.98459 1.17098 1.46781 3.8 0.0 -2.7
C -1.55693 -1.97937 -2.23398 -1.7 -0.5 0.5
C -0.39925 -2.54882 -1.70598 -0.2 -1.2 1.1
C 0.84997 -2.06715 -2.09818 1.4 -0.5 0.5
C 0.93074 -1.02022 -3.01476 1.3 0.7 -0.6
C -0.23006 -0.41624 -3.50053 0.3 0.9 -0.9
C -1.47674 -0.89833 -3.11206 -1.1 0.5 -0.5
H -2.53961 -2.36075 -1.94807 0.3 -0.1 -0.2
H -0.46474 -3.36541 -0.97974 0.0 0.2 -0.3
H 1.75918 -2.51042 -1.67936 -0.2 0.1 -0.2
H 1.90440 -0.65191 -3.34602 -0.2 -0.2 0.0
H -0.15061 0.42524 -4.19649 0.0 -0.3 0.2
H -2.39741 -0.44421 -3.49351 0.3 -0.2 0.1
N 1.30474 1.09464 4.93279 -0.2 -0.1 0.6
C 1.21990 0.04187 3.90033 0.0 -0.1 -0.3
C 0.88519 0.80235 2.62680 0.1 1.3 -0.1
O 1.04471 2.03207 2.66438 -0.5 -1.6 -1.0
O 0.46389 0.05453 1.66161 -0.1 -0.3 -0.5
H 1.81897 1.89472 4.52939 -0.1 -0.1 0.3
H 1.72303 0.75556 5.80133 0.1 0.1 0.1
H 0.35531 1.42543 5.14640 0.3 0.2 0.1
H 2.18647 -0.45303 3.80292 -0.1 0.0 0.1
H 0.45078 -0.68423 4.15800 0.1 0.0 0.0
```
Forces are in eV/Å.

Results of the Mulliken charge analysis, in e, for atoms 1 through 5: -0.420, 0.488, -0.944, 0.329, 0.357